57
Properties=species:S:1:pos:R:3:forces:R:3:nbo_charge:R:1 method="wB97M-V/def2-TZVPD" spin_multiplicity=2 charge=+1 largest_force_ev_per_a=2.8 de_lowest_kcal_mol=66.23 homo_ev="-11.83 / -12.00"
Ru -0.074985 -0.123343 -0.359155 -2.0114 1.3387 1.3229 0.919
O 2.169218 -3.289344 1.600003 -0.1122 0.1044 0.3314 -0.625
C 1.597937 -2.155074 1.258118 0.5143 -0.2216 -1.2726 0.805
O 1.788711 -1.609198 0.176196 -0.0631 0.0264 0.0337 -0.598
C 0.738884 -1.521365 2.254828 -1.0464 0.6522 0.8564 0.079
C 0.425814 -1.947883 3.539771 0.6636 -0.2707 -0.6268 -0.175
C -0.334327 -1.120671 4.347385 -0.4066 0.8529 0.0946 -0.139
C -0.733566 0.139869 3.885759 0.5076 -0.8022 0.4033 -0.184
C -0.415103 0.466217 2.583187 -0.0924 1.0354 -0.5584 0.122
N 0.251843 -0.356704 1.794267 -0.6738 -1.2368 -0.9723 -0.388
C -0.707867 1.830828 1.893627 -0.0379 -0.9107 1.0088 0.757
O -1.154296 2.725054 2.575266 0.0022 0.1029 -0.1687 -0.593
O -0.390727 1.808607 0.660041 0.5594 0.1155 -1.3039 -0.740
H 2.760080 -3.592542 0.893072 -0.0505 0.0569 -0.1031 0.522
H 0.804742 -2.900108 3.881938 -0.0167 -0.0062 0.0817 0.254
H -0.594642 -1.420853 5.352818 0.0380 -0.0939 0.0129 0.242
H -1.250934 0.849185 4.515643 -0.0596 0.0524 -0.0858 0.268
O -0.893331 -1.709584 -2.701708 -0.2938 0.2313 -1.2608 -0.708
S -1.099475 -0.218046 -3.313944 -0.3520 -0.9101 0.2079 2.407
O -0.768108 -0.270584 -4.684615 0.0269 0.0086 0.0026 -0.849
O -0.355663 0.686376 -2.450586 0.1834 -0.3682 0.9838 -0.891
C -2.854904 -0.019000 -3.122098 0.3232 0.0203 -0.0823 -0.343
C -3.579775 0.049328 -4.303606 0.1277 0.0437 -0.1356 -0.160
C -4.960211 0.139682 -4.257071 -0.0344 0.0097 0.1283 -0.173
C -5.604843 0.156569 -3.028081 0.0115 -0.0174 -0.0744 -0.181
C -4.871473 0.103860 -1.855246 0.2149 -0.0594 0.0082 -0.111
C -3.478708 0.009127 -1.879037 -0.0159 0.0790 0.1874 -0.365
P -2.664883 0.017041 -0.234583 1.0473 -0.4918 -0.1848 1.180
C -3.462279 1.459101 0.513077 0.4382 0.0903 0.0843 -0.435
C -4.432990 1.380887 1.509011 0.0207 -0.1391 -0.0934 -0.197
C -4.974557 2.547937 2.022502 -0.0685 0.0265 0.0471 -0.205
C -4.547356 3.783065 1.560394 0.0026 -0.0347 -0.0082 -0.154
C -3.592977 3.861746 0.556023 -0.0293 -0.0053 -0.0430 -0.204
C -3.052280 2.704958 0.030479 -0.0060 -0.1510 -0.0342 -0.092
C -3.277639 -1.486694 0.560797 0.0115 -0.0305 0.0708 -0.410
C -3.237300 -1.596170 1.951664 0.0573 0.0442 -0.1372 -0.209
C -3.596747 -2.784194 2.563964 0.0233 -0.0787 0.0686 -0.196
C -3.971100 -3.879088 1.798395 0.0048 0.0193 -0.0309 -0.174
C -3.996744 -3.780717 0.414983 -0.0139 -0.0367 0.0049 -0.218
C -3.652404 -2.591854 -0.202930 -0.0685 0.2347 0.0410 -0.121
H -3.044917 0.039595 -5.242098 -0.0643 -0.0342 -0.0574 0.261
H -5.531159 0.197697 -5.172543 0.0218 -0.0033 -0.0334 0.242
H -6.683056 0.216597 -2.979009 -0.0216 0.0168 -0.0105 0.238
H -5.376523 0.134239 -0.898732 -0.0572 0.0265 -0.0107 0.227
H -4.785968 0.422649 1.866081 0.0154 0.0248 0.0260 0.225
H -5.733873 2.488818 2.790150 -0.0029 0.0020 0.0198 0.228
H -4.959671 4.686895 1.985922 -0.0153 0.0331 0.0027 0.229
H -3.256127 4.822678 0.194441 0.0033 0.0202 0.0003 0.233
H -2.285699 2.756803 -0.731232 0.0237 0.0776 -0.0017 0.225
H -2.930505 -0.750881 2.553141 -0.0206 -0.0088 0.0343 0.224
H -3.585042 -2.861093 3.642929 0.0146 0.0206 0.0228 0.225
H -4.242939 -4.807862 2.279896 -0.0190 -0.0230 0.0142 0.230
H -4.282982 -4.631067 -0.188108 -0.0281 -0.0283 0.0033 0.229
H -3.680903 -2.518237 -1.282049 0.0024 -0.0521 -0.0382 0.211
N -0.594024 -2.915938 -0.740481 0.0480 -0.5869 0.2280 -0.702
C -0.655519 -1.838152 -1.350619 1.0060 1.0540 1.3521 0.386
H -0.670728 -3.806660 -1.227335 -0.2316 0.1805 -0.3557 0.375